Entry from the OMol25 dataset: a molecular structure, C38H34BeNO4P2S5 (wB97M-V/def2-TZVPD).

Properties
Total charge: -1
Kohn-Sham gap, eV: 6.1
LUMO energy, eV: 2.13

Each line ends with the Löwdin charge.
Positions of all 85 atoms, in Å:
Be 0.2556 -1.8992 1.3880  -0.336
C -0.2183 4.5897 -3.2284  -0.413
S -1.9769 4.1420 -3.2097  0.793
C -2.2964 4.0899 -1.4106  -0.476
C -2.3762 2.6831 -0.8293  -0.239
C -1.0544 1.9474 -1.0557  -0.267
N -0.9589 0.5675 -0.5586  -0.431
P -0.6640 -0.7909 -1.6046  1.061
C -1.9984 -0.5741 -2.8586  -0.339
C -3.2752 -0.1384 -2.5142  -0.103
C -4.3034 -0.1345 -3.4451  -0.088
C -4.0868 -0.6165 -4.7263  -0.101
C -2.8323 -1.1015 -5.0695  -0.089
C -1.8002 -1.0825 -4.1458  -0.093
C 0.7559 -0.4009 -2.7228  -0.353
C 1.7086 -1.4124 -2.8259  -0.109
C 2.8074 -1.2864 -3.6608  -0.076
C 2.9768 -0.1307 -4.4053  -0.090
C 2.0208 0.8730 -4.3394  -0.085
C 0.9064 0.7281 -3.5273  -0.093
P -0.7593 0.1943 1.1025  1.043
C -2.2627 0.9535 1.8391  -0.332
C -2.2940 2.1619 2.5316  -0.106
C -3.4901 2.6420 3.0427  -0.085
C -4.6652 1.9232 2.8712  -0.091
C -4.6380 0.7090 2.2002  -0.081
C -3.4421 0.2243 1.6955  -0.089
C 0.5216 1.2569 1.8552  -0.348
C 0.6002 1.1661 3.2495  -0.158
C 1.6164 1.7991 3.9422  -0.073
C 2.5708 2.5345 3.2517  -0.087
C 2.4922 2.6408 1.8738  -0.080
C 1.4741 2.0049 1.1753  -0.087
H 0.0569 4.7152 -4.2734  0.027
H 0.3882 3.8031 -2.7820  0.018
H -0.0730 5.5290 -2.6983  0.032
H -3.2386 4.6147 -1.2578  0.066
H -1.4974 4.6619 -0.9347  0.077
H -3.1999 2.1438 -1.2952  0.090
H -2.5890 2.7702 0.2339  0.085
H -0.2607 2.5621 -0.6214  0.095
H -0.9074 1.9023 -2.1295  0.047
H -3.4640 0.1879 -1.4995  0.081
H -5.2832 0.2333 -3.1650  0.100
H -4.8927 -0.6291 -5.4493  0.095
H -2.6580 -1.5033 -6.0602  0.099
H -0.8279 -1.4692 -4.4224  0.101
H 1.5706 -2.3125 -2.2373  0.105
H 3.5330 -2.0877 -3.7247  0.104
H 3.8402 -0.0211 -5.0499  0.098
H 2.1384 1.7718 -4.9334  0.098
H 0.1412 1.4907 -3.5750  0.080
H -1.3829 2.7295 2.6656  0.106
H -3.5029 3.5828 3.5792  0.101
H -5.5972 2.3024 3.2709  0.098
H -5.5485 0.1351 2.0825  0.102
H -3.4024 -0.7333 1.1857  0.108
H -0.1304 0.5706 3.7815  0.075
H 1.6819 1.6916 5.0173  0.105
H 3.3833 3.0092 3.7874  0.098
H 3.2421 3.2008 1.3286  0.104
H 1.4724 2.0466 0.0978  0.095
O -1.2685 -6.8536 5.2849  -0.098
C -1.0050 -5.9204 4.5655  -1.049
S -1.4776 -5.8105 2.8676  0.934
C -0.7594 -4.2412 2.5346  -1.145
C -0.1359 -3.6338 3.5584  -1.130
S 0.6648 -2.0974 3.4370  0.674
S -0.1065 -4.4912 5.0913  0.939
S -0.8534 -3.5835 0.9251  0.583
O 5.3876 -0.7894 1.5646  0.056
C 4.8076 -1.9860 1.7639  -0.265
C 5.5223 -2.9563 2.4634  -0.024
C 4.9794 -4.2108 2.6680  -0.090
C 3.7102 -4.5199 2.1926  -0.085
C 2.9902 -3.5594 1.5082  -0.050
C 3.5194 -2.2912 1.2846  -0.077
C 2.7488 -1.2492 0.5536  -0.500
O 3.3412 -0.3171 0.0013  0.046
O 1.4609 -1.3764 0.5099  -0.172
H 4.7967 -0.3028 0.9447  0.075
H 6.5121 -2.7028 2.8211  0.109
H 5.5599 -4.9629 3.1882  0.097
H 3.2899 -5.5035 2.3542  0.102
H 2.0093 -3.8019 1.1156  0.081

Entry from the OMol25 dataset: a molecular structure, C38H34ClN4PdSSb at a distorted geometry (wB97M-V/def2-TZVPD).

Properties
Relative energy (zero: lowest compared OMol25 entry of this formula, charge and spin), kcal/mol: 0.0
Kohn-Sham gap, eV: 6.9
LUMO energy, eV: 0.54

Each line ends with the Löwdin charge.
Positions of all 80 atoms, in Å:
Pd 1.4832 -0.6114 -0.1607  0.241
N 2.4496 -1.5654 4.0245  0.065
C 2.0648 -0.2742 4.4163  -0.089
C 1.8290 0.4163 3.2448  -0.128
N 2.0748 -0.4240 2.1431  0.028
C 2.4373 -1.5947 2.6790  -0.204
H 2.6989 -2.3409 4.6214  0.151
H 1.9815 0.0232 5.4480  0.107
H 1.4897 1.4260 3.1089  0.092
H 2.7064 -2.4688 2.1159  0.094
Cl 5.7257 1.1153 -0.3896  0.684
C 4.7139 -0.2511 -0.5354  -0.698
C 4.9949 -1.4228 0.1929  -0.110
C 4.1515 -2.5212 0.0083  -0.120
C 3.0999 -2.4464 -0.9031  -0.189
N 2.8645 -1.3266 -1.6653  -0.043
C 3.6432 -0.2234 -1.4356  -0.212
H 5.8531 -1.4333 0.8519  0.101
H 4.3089 -3.4521 0.5461  0.102
H 2.4813 -3.3100 -1.1566  0.103
H 3.4739 0.6266 -2.0889  0.095
C -5.9578 -0.5779 -0.7784  -0.095
C -5.4268 -1.0455 0.4249  -0.083
C -4.0406 -1.1690 0.5778  -0.137
C -3.1894 -0.7985 -0.4601  -0.371
C -3.7167 -0.3094 -1.6427  -0.129
C -5.1032 -0.2077 -1.8152  -0.086
Sb -1.0588 -1.0433 -0.1945  1.539
C -1.1909 -0.4513 1.8800  -0.389
C -1.5031 0.8639 2.1601  -0.150
C -1.6193 1.2954 3.4937  -0.088
C -1.4241 0.3929 4.5389  -0.105
C -1.1147 -0.9371 4.2477  -0.100
C -0.9980 -1.3579 2.9170  -0.130
C -1.0384 -3.1433 0.2592  -0.383
C -2.1299 -3.9925 0.1671  -0.108
C -1.9604 -5.3669 0.4278  -0.085
C -0.7039 -5.8773 0.7291  -0.101
C 0.3900 -5.0174 0.8225  -0.088
C 0.2089 -3.6510 0.6046  -0.185
H -7.0366 -0.5103 -0.9064  0.099
H -6.0750 -1.3274 1.2447  0.098
H -3.6638 -1.5621 1.5192  0.100
H -3.0614 -0.0341 -2.4561  0.069
H -5.4808 0.1571 -2.7651  0.098
H -1.6747 1.5843 1.3594  0.073
H -1.8527 2.3351 3.6914  0.097
H -1.5084 0.7111 5.5682  0.095
H -0.9596 -1.6581 5.0406  0.099
H -0.7512 -2.3978 2.7281  0.090
H -3.1121 -3.6336 -0.1097  0.088
H -2.8232 -6.0254 0.3807  0.099
H -0.5700 -6.9428 0.8893  0.098
H 1.3765 -5.4017 1.0673  0.097
H 1.0507 -2.9631 0.6942  0.029
N 1.4311 1.9112 -0.0821  -0.339
S 0.1701 2.8495 -0.4919  1.008
C -0.3298 2.0537 -2.0188  -0.432
C 0.3847 0.9788 -2.5122  -0.181
C -0.0131 0.3394 -3.6821  -0.072
C -1.1218 0.8176 -4.3790  -0.087
C -1.7999 1.9528 -3.9275  -0.090
C -1.4116 2.5739 -2.7368  -0.078
C 0.8635 4.2643 -1.3814  -0.395
C 0.3356 5.5452 -1.2377  -0.090
C 0.8904 6.6033 -1.9692  -0.083
C 1.9557 6.3755 -2.8351  -0.086
C 2.4801 5.0921 -2.9724  -0.063
C 1.9279 4.0289 -2.2503  -0.069
H 1.6346 2.0742 0.9036  -0.034
H 1.2297 0.6142 -1.8927  0.019
H 0.5232 -0.5270 -4.0490  0.110
H -1.4509 0.3031 -5.2775  0.105
H -2.6277 2.3508 -4.4904  0.100
H -1.9228 3.4618 -2.3588  0.114
H -0.4822 5.7101 -0.5333  0.106
H 0.4805 7.6027 -1.8475  0.103
H 2.3813 7.2030 -3.3885  0.102
H 3.3232 4.9117 -3.6315  0.106
H 2.3415 3.0306 -2.3290  0.098